## a
# C4H11NS

A 2-piece molecular cluster, C4H11NS overall (ωB97M-V/def2-TZVPD, the OMol25 dataset).

Its structure (SMILES) is C=CN.CSC. The HOMO-LUMO gap is 0.3386 Eh. The spin multiplicity is 1. Its charge is 0. The calculation puts the LUMO energy at 0.916 eV.

Each line ends with the Mulliken charge.
Element x y z (Å)
C 2.69103 -0.31923 -0.81408  -0.725
C 2.71114 -0.68828 0.50667  0.021
N 2.05784 0.05761 1.56377  -0.539
H 2.31897 0.64205 -1.00450  0.244
H 2.98158 -1.02161 -1.60114  0.236
H 3.33570 -1.57050 0.70132  0.287
H 1.65012 1.02716 1.42157  0.229
H 2.81546 0.17731 2.25849  0.241
C -1.38577 1.18859 -0.97572  -0.491
S -3.12362 0.92737 -0.49857  -0.109
C -3.18955 -0.72199 0.35364  -0.652
H -0.81510 0.76439 -0.18717  -0.049
H -1.16107 0.47806 -1.83135  0.290
H -1.09720 2.21184 -1.31940  0.320
H -2.23058 -0.79922 0.75829  0.206
H -3.40890 -1.50094 -0.41826  0.247
H -4.15005 -0.85261 1.08645  0.244

***

## b
# C4H11NS

A 2-piece molecular cluster, C4H11NS overall (ωB97M-V/def2-TZVPD, the OMol25 dataset).

Its structure (SMILES) is C=CN.CCS. The HOMO-LUMO gap is 0.3209 Eh. The spin multiplicity is 1. Its charge is 0. The calculation puts the LUMO energy at 0.778 eV.

Each line ends with the Mulliken charge.
Element x y z (Å)
C 2.59317 1.72126 1.40440  -0.854
C 2.19913 0.42280 1.68460  0.154
N 1.78222 -0.52901 0.73843  -0.464
H 2.66551 2.06950 0.37852  0.217
H 2.93294 2.39021 2.18041  0.253
H 2.30314 0.07412 2.72065  0.274
H 1.43561 -0.22340 -0.16903  0.188
H 1.18046 -1.25808 1.15740  0.252
C -2.23133 -1.64709 -0.06333  -1.051
C -2.12688 -0.11366 -0.37133  -0.293
S -0.80473 0.14699 -1.59036  -0.316
H -1.33852 -2.02342 0.46192  0.239
H -2.36794 -2.20177 -0.98259  0.339
H -3.16842 -1.89067 0.52683  0.290
H -3.07529 0.22781 -0.78178  0.359
H -1.81486 0.40639 0.55413  0.271
H -0.95705 1.48065 -1.69567  0.142

***

## c
# C4H11NS

A 2-piece molecular cluster, C4H11NS overall (ωB97M-V/def2-TZVPD, the OMol25 dataset).

Its structure (SMILES) is C=CN.CSC. The HOMO-LUMO gap is 0.3425 Eh. The spin multiplicity is 1. Its charge is 0. The calculation puts the LUMO energy at 1.068 eV.

Each line ends with the Mulliken charge.
Element x y z (Å)
C -0.11338 3.04909 0.26274  -0.726
C -0.95178 2.19597 0.85162  -0.056
N -1.81646 1.34732 0.16664  -0.407
H -0.03670 3.15812 -0.81022  0.246
H 0.52096 3.65156 0.89411  0.240
H -0.99243 2.16235 1.93088  0.279
H -1.90257 1.50453 -0.82430  0.189
H -2.70205 1.20509 0.62800  0.214
C 1.09006 -3.29556 -0.90152  -0.797
S 1.15715 -1.54349 -1.36291  -0.095
C 0.66094 -0.76444 0.19469  -0.606
H 0.08153 -3.69324 -0.94363  0.261
H 1.52601 -3.40356 0.09147  0.251
H 1.74346 -3.81029 -1.60316  0.302
H 0.62116 0.29161 -0.03987  0.013
H -0.31336 -1.11141 0.51875  0.328
H 1.42745 -0.94366 0.94671  0.363

***

## d
# C4H11NS

A 3-piece molecular cluster, C4H11NS overall (ωB97M-V/def2-TZVPD, the OMol25 dataset).

The HOMO-LUMO gap is 0.1787 Eh. The spin multiplicity is 1. Its charge is 0. The calculation puts the LUMO energy at -3.004 eV.

Each line ends with the Mulliken charge.
Element x y z (Å)
C -0.38888 0.33835 1.46977  0.409
C -0.13564 -0.92552 1.42527  -0.815
S -1.02386 -1.05954 -1.85176  -0.488
C -0.24220 1.28149 0.32535  0.216
N 1.11824 1.59838 -0.04364  -0.285
C 1.71983 0.56360 -0.84096  -0.644
H -2.65723 -1.54776 0.95934  -0.290
H -3.10261 -1.63159 1.55040  0.296
H -0.02938 -1.57947 2.28953  0.297
H -0.13388 -1.57626 0.54167  0.253
H -1.01312 -1.07996 -3.19384  0.089
H -0.61226 0.56831 -0.48734  -0.403
H -0.75651 2.23624 0.32046  0.336
H 1.68455 1.88989 0.73528  0.272
H 0.91256 0.19345 -1.45284  0.216
H 2.17195 -0.24376 -0.24728  0.254
H 2.48843 0.97413 -1.49940  0.286

***

Short version: c, b, a, d, most stable first.

***

## a
# C4H11NS

A 2-piece molecular cluster, C4H11NS overall (ωB97M-V/def2-TZVPD, the OMol25 dataset).

Its structure (SMILES) is C=CN.CSC. The HOMO-LUMO gap is 0.3429 Eh. The spin multiplicity is 1. Its charge is 0. The calculation puts the LUMO energy at 0.891 eV.

Each line ends with the Mulliken charge.
Element x y z (Å)
C -2.22750 -2.22049 -1.14796  -0.718
C -2.72319 -1.28913 -1.96014  0.133
N -2.48467 0.07890 -1.90537  -0.449
H -1.40834 -1.94062 -0.49736  0.143
H -2.59776 -3.22639 -1.25461  0.254
H -3.52187 -1.53588 -2.64693  0.248
H -1.55899 0.39091 -1.68827  0.148
H -2.79320 0.60941 -2.70588  0.243
C 0.74182 1.44564 0.32765  -0.495
S 2.31840 0.98311 1.07220  -0.067
C 1.74284 -0.25342 2.24650  -0.765
H 0.93857 2.10223 -0.51952  0.324
H 0.11104 1.94543 1.05283  0.335
H 0.20899 0.57796 -0.06809  -0.126
H 1.17633 0.15125 3.07860  0.286
H 1.11117 -1.01419 1.78381  0.219
H 2.65599 -0.70364 2.62772  0.285

***

## b
# C4H11NS

The molecule C4H11NS (ωB97M-V/def2-TZVPD, the OMol25 dataset).

Its structure (SMILES) is CN[C@H](C)CS. The HOMO-LUMO gap is 0.3575 Eh. The spin multiplicity is 1. Its charge is 0. The calculation puts the LUMO energy at 0.965 eV.

Each line ends with the Mulliken charge.
Element x y z (Å)
C -2.28819 1.45316 -0.85218  -0.783
N -0.78141 1.35147 -0.85590  -0.389
C -0.39805 0.31338 0.15320  0.185
C 0.19447 0.97067 1.45370  -1.555
C 0.60552 -0.48531 -0.60005  -0.609
S 1.36433 -1.80213 0.35232  -0.264
H -2.61661 1.19761 0.11111  0.336
H -2.70050 2.40128 -1.38179  0.280
H -2.74545 0.73202 -1.58056  0.245
H -0.32132 2.25801 -0.74993  0.275
H -1.22180 -0.46117 0.46554  0.295
H 0.19012 0.21006 2.32654  0.359
H 1.19700 1.18631 1.40826  0.400
H -0.43763 1.64763 1.84035  0.501
H -0.02008 -1.05228 -1.41947  0.293
H 1.43380 0.11418 -1.09330  0.319
H 2.20061 -2.37111 -0.50072  0.113

***

Short version: a, b, most stable first.

***

## a
# C4H11NS

The molecule C4H11NS (ωB97M-V/def2-TZVPD, the OMol25 dataset).

Its structure (SMILES) is CN[C@H](C)CS. The HOMO-LUMO gap is 0.3611 Eh. The spin multiplicity is 1. Its charge is 0. The calculation puts the LUMO energy at 0.949 eV.

Each line ends with the Mulliken charge.
Element x y z (Å)
C 1.47758 0.74435 -1.51271  -0.792
N 0.08450 0.47929 -1.06508  -0.427
C 0.13417 -0.21575 0.27440  0.162
C -0.33555 -1.60434 0.12835  -1.611
C -0.84334 0.71868 1.07653  -0.552
S -1.17280 0.04835 2.67919  -0.241
H 2.31541 0.01866 -1.23084  0.251
H 1.55766 0.74788 -2.66160  0.305
H 1.66452 1.70133 -0.98166  0.285
H -0.43931 -0.15344 -1.73069  0.265
H 1.21555 -0.19691 0.48949  0.355
H -0.06380 -2.29570 0.82124  0.433
H -1.39333 -1.56477 0.00446  0.416
H -0.00410 -1.98874 -0.89190  0.363
H -0.47165 1.81554 1.11290  0.340
H -1.77074 0.71006 0.42613  0.337
H -1.95479 1.03551 3.06176  0.111

***

## b
# C4H11NS

The molecule C4H11NS (ωB97M-V/def2-TZVPD, the OMol25 dataset).

Its structure (SMILES) is CN[C@@H](C)CS. The HOMO-LUMO gap is 0.3589 Eh. The spin multiplicity is 1. Its charge is 0. The calculation puts the LUMO energy at 0.909 eV.

Each line ends with the Mulliken charge.
Element x y z (Å)
C -1.52874 -0.17031 -1.28330  -0.897
N -1.43744 0.18773 0.13843  -0.393
C -0.10884 0.17369 0.71985  0.220
C 0.44912 -1.26310 0.89585  -1.296
C 0.84227 1.11413 -0.10785  -0.978
S 2.34502 1.51018 0.80234  -0.204
H -0.89127 0.56555 -1.77112  0.310
H -2.55251 -0.00866 -1.62552  0.351
H -1.22075 -1.15530 -1.66849  0.276
H -2.05492 -0.44613 0.63089  0.277
H -0.01594 0.68891 1.68770  0.385
H 0.82778 -1.68138 -0.03297  0.315
H -0.31529 -1.88285 1.36506  0.372
H 1.16837 -1.22096 1.72300  0.395
H 0.24009 2.00069 -0.32150  0.366
H 1.08909 0.60704 -1.03058  0.368
H 3.16397 0.98078 -0.12180  0.132

***

Short version: b, a, most stable first.

***

## a
# C6H6O2

The molecule C6H6O2 (ωB97M-V/def2-TZVPD, the OMol25 dataset).

Its structure (SMILES) is C1=C2OCOC2=CC1. The HOMO-LUMO gap is 0.3220 Eh. The spin multiplicity is 1. Its charge is 0. The calculation puts the LUMO energy at 0.802 eV.

Each line ends with the Mulliken charge.
Element x y z (Å)
C -0.86067 1.24788 -0.15063  -0.764
C 0.38182 0.62425 -0.17458  0.498
O 1.60523 1.10244 -0.01504  -0.390
C 2.35363 -0.05975 -0.01804  -0.134
O 1.45131 -1.19768 -0.09378  -0.391
C 0.26989 -0.85588 -0.00118  0.573
C -1.10642 -1.16099 0.03647  -0.830
C -1.97422 0.12467 -0.07662  -0.316
H -1.05665 2.21524 0.44271  0.212
H 2.85886 -0.01927 1.06542  0.247
H 2.78777 0.05651 -1.03334  0.289
H -1.35951 -2.18650 -0.18573  0.357
H -2.46946 0.08361 0.87476  0.258
H -2.88157 0.02548 -0.67042  0.391

***

## b
# C6H6O2

A 3-piece molecular cluster, C6H6O2 overall (ωB97M-V/def2-TZVPD, the OMol25 dataset).

The HOMO-LUMO gap (alpha / beta) is 0.2846 / 0.2845 Eh. The spin multiplicity is 1. Its charge is 0. The calculation puts the LUMO energy (alpha / beta) at -0.376 / -0.378 eV.

Each line ends with the Mulliken charge.
Element x y z (Å)
C -0.27720 -0.98854 -1.45956  -1.283
C -2.05490 0.21146 0.67176  0.430
C -0.07012 -0.27522 -0.21711  0.644
C 0.12293 0.23312 0.88012  -0.061
O -2.45179 1.47616 0.46720  -0.422
C 2.27694 -0.11823 0.17287  -0.477
C 3.29549 0.31203 0.69864  -0.569
O -2.75217 -0.68323 0.99311  -0.424
H -1.69916 2.01126 0.17938  0.403
H 0.32400 0.71203 1.81094  0.376
H 0.62889 -1.56697 -1.64664  0.345
H -0.43538 -0.29875 -2.28972  0.314
H -1.13430 -1.65826 -1.36643  0.365
H 4.22677 0.63316 1.10543  0.359

***

Short version: a, b, most stable first.